*w*
# C2H4N4

An isolated molecule of C2H4N4 (ωB97M-V/def2-TZVPD, the OMol25 dataset).

Summary:
**HOMO-LUMO gap**: 9.5 eV
**HOMO**: -8.54 eV

Structure (ORCA input):
```
! wB97M-V def2-TZVPD RIJCOSX def2/J DEFGRID3
* xyz 0 1
N 2.0383 -0.0997 0.1439
C 0.7840 0.3522 0.2600
N -1.8544 1.4026 0.1740
C -2.0856 0.2384 0.5391
N -1.4273 -0.0345 -0.6489
N -0.0458 -0.3394 -0.5664
H 2.2993 -0.9873 -0.2799
H 2.7435 0.3983 0.6610
H -2.7045 -0.3187 1.2249
H 0.2526 -0.6118 -1.5077
*
```

Atomic partial charges in e from the natural (NBO) method, atoms 1 to 6: N -0.81; C 0.17; N -0.17; C 0.16; N -0.18; N -0.51

*x*
# C2H4N4

An isolated molecule of C2H4N4 (ωB97M-V/def2-TZVPD, the OMol25 dataset).

Summary:
**SMILES string**: [H]/N=N/C(N)=C=N
**HOMO-LUMO gap**: 9.2 eV
**HOMO**: -8.75 eV

Structure (ORCA input):
```
! wB97M-V def2-TZVPD RIJCOSX def2/J DEFGRID3
* xyz 0 1
H -2.1754 -1.8280 -0.3775
N -1.6831 -0.9510 -0.1700
N -0.4629 -1.2041 -0.2494
C 0.3878 -0.0914 -0.0215
N 1.7865 -0.2747 0.0839
C -0.1720 1.1106 0.0823
N -0.7658 2.1705 0.0072
H 2.2305 -0.3294 -0.8270
H 1.9980 -1.1288 0.5883
H -1.1437 2.5263 0.8838
*
```

Atomic partial charges in e from the natural (NBO) method, atoms 1 to 6: H 0.32; N -0.37; N -0.14; C 0.00; N -0.81; C 0.46

*y*
# C2H4N4

An isolated molecule of C2H4N4 (ωB97M-V/def2-TZVPD, the OMol25 dataset).

Summary:
**SMILES string**: Nn1cncn1
**HOMO-LUMO gap**: 10.5 eV
**HOMO**: -9.57 eV

Structure (ORCA input):
```
! wB97M-V def2-TZVPD RIJCOSX def2/J DEFGRID3
* xyz 0 1
N -1.7747 0.0416 0.1840
N -0.3952 -0.0445 -0.2119
C 0.3762 1.1030 -0.1403
N 1.5764 0.7514 0.1328
C 1.6037 -0.6668 0.1159
N 0.3673 -1.0951 -0.2772
H -2.3327 -0.2485 -0.5842
H -1.8645 -0.6525 0.9945
H 0.0472 2.0759 -0.3950
H 2.3963 -1.2645 0.1813
*
```

Atomic partial charges in e from the natural (NBO) method, atoms 1 to 6: N -0.62; N -0.06; C 0.17; N -0.47; C 0.11; N -0.27

*z*
# C2H4N4

An isolated molecule of C2H4N4 (ωB97M-V/def2-TZVPD, the OMol25 dataset).

Summary:
**SMILES string**: [H]/N=N/C(N)=C=N
**HOMO-LUMO gap**: 8.9 eV
**HOMO**: -8.51 eV

Structure (ORCA input):
```
! wB97M-V def2-TZVPD RIJCOSX def2/J DEFGRID3
* xyz 0 1
H 1.0232 0.4572 2.5563
N 0.8451 -0.0404 1.6835
N 0.0324 0.6448 1.0266
C -0.2982 0.2064 -0.2762
N -1.2197 0.8552 -1.1148
C 0.4661 -0.8295 -0.5647
N 1.2881 -1.7040 -0.3372
H -0.8107 1.6141 -1.6453
H -1.9954 1.2132 -0.5705
H 0.6691 -2.4171 -0.7577
*
```

Atomic partial charges in e from the natural (NBO) method, atoms 1 to 6: H 0.32; N -0.40; N -0.12; C -0.02; N -0.81; C 0.44

Pick the least stable structure from those above. Pick: *w*